[1]
ORCA calculation (the ωB97M-V functional and the def2-TZVPD basis) on an isolated molecule of C3H4Cl2O3 in a non-equilibrium geometry.

```
12
Properties=species:S:1:pos:R:3
C -0.154 -0.155 1.025
C -0.106 0.176 -1.612
C -0.797 0.437 -0.253
O -0.698 -0.558 1.983
O 1.912 -0.627 1.988
O 1.227 -0.269 0.812
Cl -0.705 2.204 0.095
Cl -2.445 -0.242 -0.269
H -0.832 0.739 -2.411
H 0.783 0.649 -1.680
H 0.042 -0.810 -1.851
H 1.773 -1.543 2.172
```

The value obtained for the HOMO-LUMO gap is 11.67 eV. Its lowest unoccupied orbital energy is 0.572 eV. Its SMILES is CC(Cl)(Cl)C(=O)OO. Its total charge is 0. As for the HOMO energy: -11.1 eV. The energy above the lowest of the compared OMol25 structures with the same formula, charge and spin comes out at 300.6 kJ/mol. The energy is -34360.059 eV.

These are the Mulliken partial charges, in e, on atoms 1 to 2: number 1, C, carries 0.22; number 2, C, carries -1.33

---

[2]
ORCA calculation (the ωB97M-V functional and the def2-TZVPD basis) on an isolated molecule of C3H4Cl2OS2 in a non-equilibrium geometry.

```
12
Properties=species:S:1:pos:R:3
C 0.235 0.722 0.025
C -1.196 -0.028 -0.029
C 1.386 -0.168 -0.440
O -1.445 -0.278 1.295
S -0.869 -1.580 -0.953
S 1.009 -1.938 -0.184
Cl 0.178 2.182 -0.943
Cl 2.869 0.376 0.435
H 0.241 0.939 1.051
H -2.000 0.616 -0.417
H 1.902 -0.009 -1.323
H -2.311 -0.835 1.482
```

The value obtained for the HOMO-LUMO gap is 9.14 eV. Its lowest unoccupied orbital energy is 0.236 eV. Its SMILES is O[C@@H]1SS[C@H](Cl)[C@H]1Cl. Its total charge is 0. As for the HOMO energy: -8.9 eV. The energy above the lowest of the compared OMol25 structures with the same formula, charge and spin comes out at 0.0 kJ/mol. The energy is -51937.838 eV.

These are the Mulliken partial charges, in e, on atoms 1 to 2: number 1, C, carries -0.18; number 2, C, carries -0.08